Below is a cluster of 2 separate species, C5H13NO in total in a non-equilibrium geometry, with properties calculated with ωB97M-V/def2-TZVPD.

Results
* total charge: 0
* relative energy (zero: lowest compared OMol25 entry of this formula, charge and spin): 33.2 kcal/mol
* maximum force: 1.273 eV/Å
* SMILES: C/C=C/CCN.O
* gap between HOMO and LUMO: 10.288 eV

Each line ends with the natural charge from an NBO analysis.
CARTESIAN COORDINATES (ANGSTROEM)
C (-0.92, -1.01, 2.34)  -0.64
C (0.30, -0.77, 1.50)  -0.18
C (0.32, -0.64, 0.18)  -0.20
C (1.52, -0.18, -0.60)  -0.45
C (1.18, 1.01, -1.51)  -0.21
N (0.30, 0.68, -2.66)  -0.82
H (-1.78, -0.44, 2.00)  0.20
H (-0.78, -0.86, 3.40)  0.22
H (-1.26, -2.05, 2.24)  0.23
H (1.20, -0.52, 2.05)  0.19
H (-0.58, -0.83, -0.41)  0.19
H (2.27, 0.16, 0.12)  0.21
H (1.93, -0.98, -1.23)  0.21
H (2.11, 1.34, -1.97)  0.19
H (0.74, 1.85, -0.97)  0.19
H (0.78, -0.03, -3.21)  0.35
H (-0.57, 0.26, -2.33)  0.34
O (-2.62, 1.01, 0.19)  -0.93
H (-1.75, 1.08, -0.23)  0.47
H (-2.40, 0.91, 1.12)  0.46

Below is a structure of composition C30H41BrFN5O5S2SiTi, with properties calculated with ωB97M-V/def2-TZVPD.

Results
* 2S+1: 2
* total charge: +1
* maximum force: 0.809 eV/Å
* gap between HOMO and LUMO (alpha / beta): 8.426 / 8.648 eV

Each line ends with the Mulliken spin population.
CARTESIAN COORDINATES (ANGSTROEM)
Ti (2.15, -0.38, 0.17)  1.02
O (4.04, -0.73, 0.12)  0.00
N (4.70, -0.94, 1.28)  0.02
C (6.02, -0.64, 1.28)  0.00
C (6.76, -0.83, 2.41)  0.00
C (6.13, -1.33, 3.55)  0.00
C (4.79, -1.63, 3.52)  0.00
C (4.04, -1.43, 2.35)  0.00
S (2.37, -1.78, 2.23)  -0.03
H (6.39, -0.26, 0.34)  0.00
H (7.81, -0.58, 2.40)  0.00
H (6.70, -1.48, 4.46)  0.00
H (4.28, -2.01, 4.39)  0.00
F (-1.38, 3.38, 4.04)  0.00
C (-0.05, 3.36, 3.87)  0.00
C (0.49, 3.58, 2.67)  0.00
N (1.86, 3.60, 2.48)  0.00
C (2.37, 3.47, 1.14)  0.00
C (2.36, 2.01, 0.70)  -0.01
O (2.48, 1.70, -0.51)  0.00
O (2.23, 1.09, 1.56)  -0.02
C (2.73, 3.28, 3.51)  0.00
O (3.92, 3.15, 3.33)  0.00
N (2.13, 3.16, 4.75)  0.00
C (0.77, 3.10, 5.05)  0.00
O (0.37, 2.87, 6.16)  0.00
H (-0.12, 3.78, 1.80)  0.00
H (3.40, 3.83, 1.10)  0.00
H (1.77, 4.06, 0.44)  0.00
H (2.77, 2.95, 5.51)  0.00
N (0.41, -3.68, 0.53)  0.00
C (1.16, -3.41, -0.55)  -0.01
N (1.59, -2.22, -0.88)  -0.02
C (2.26, -2.24, -2.10)  -0.02
C (2.76, -1.12, -2.75)  0.02
C (3.43, -1.30, -3.95)  0.01
C (3.59, -2.57, -4.50)  0.00
C (3.07, -3.69, -3.87)  0.00
C (2.40, -3.51, -2.67)  0.00
S (1.59, -4.68, -1.66)  0.00
H (0.31, -2.97, 1.23)  0.00
H (0.30, -4.64, 0.83)  0.00
H (2.61, -0.11, -2.36)  -0.01
H (3.83, -0.44, -4.47)  0.00
H (4.11, -2.68, -5.43)  0.00
H (3.17, -4.67, -4.31)  0.00
C (-4.81, 2.06, -0.70)  0.00
C (-3.35, 1.86, -0.25)  0.00
C (-3.32, 1.90, 1.29)  0.00
C (-2.53, 3.05, -0.75)  0.00
Si (-2.72, 0.17, -0.88)  0.01
Br (-0.38, 0.37, -0.53)  0.02
C (-3.20, -1.35, 0.18)  0.00
C (-4.72, -1.38, 0.39)  0.00
C (-2.79, -2.65, -0.52)  0.00
C (-2.52, -1.36, 1.56)  0.01
C (-2.84, -0.09, -2.78)  0.00
C (-2.59, 1.23, -3.52)  0.00
C (-1.82, -1.11, -3.32)  0.00
C (-4.26, -0.58, -3.13)  0.00
H (-5.19, 3.00, -0.29)  0.00
H (-5.47, 1.26, -0.34)  0.00
H (-4.90, 2.12, -1.78)  0.00
H (-3.63, 2.89, 1.63)  0.00
H (-2.31, 1.72, 1.68)  0.00
H (-3.99, 1.18, 1.74)  0.00
H (-2.86, 3.95, -0.23)  0.00
H (-2.66, 3.24, -1.82)  0.00
H (-1.46, 2.93, -0.55)  0.00
H (-5.27, -1.34, -0.56)  0.00
H (-5.07, -0.57, 1.02)  0.00
H (-5.00, -2.32, 0.88)  0.00
H (-3.35, -2.83, -1.44)  0.00
H (-2.99, -3.50, 0.15)  0.00
H (-1.72, -2.67, -0.76)  0.00
H (-2.74, -0.47, 2.16)  0.00
H (-1.44, -1.43, 1.48)  0.01
H (-2.87, -2.23, 2.12)  0.00
H (-1.62, 1.67, -3.26)  0.00
H (-3.37, 1.97, -3.33)  0.00
H (-2.59, 1.03, -4.60)  0.00
H (-0.79, -0.78, -3.15)  0.00
H (-1.96, -1.20, -4.40)  0.00
H (-1.93, -2.10, -2.88)  0.00
H (-5.03, 0.09, -2.74)  0.00
H (-4.46, -1.58, -2.76)  0.00
H (-4.36, -0.60, -4.22)  0.00

Below is a structure of composition C31H55BrCoNP3 in a non-equilibrium geometry, with properties calculated with ωB97M-V/def2-TZVPD.

Results
* 2S+1: 4
* total charge: +2
* maximum force: 4.536 eV/Å
* gap between HOMO and LUMO (alpha / beta): 5.183 / 3.069 eV

Each line ends with the Mulliken spin population.
CARTESIAN COORDINATES (ANGSTROEM)
N (-6.73, 5.54, -5.94)  0.00
C (-6.39, 6.14, -4.81)  0.00
C (-5.65, 5.49, -3.82)  0.00
C (-5.20, 4.16, -4.03)  0.00
C (-5.57, 3.56, -5.25)  0.00
C (-6.36, 4.28, -6.17)  0.00
C (-4.39, 3.47, -3.02)  0.02
Co (-0.03, -0.36, 0.98)  2.08
P (6.60, -1.06, -0.15)  0.67
C (-3.24, 2.81, -3.31)  -0.01
C (-2.40, 2.18, -2.32)  0.02
C (-1.25, 1.44, -2.71)  -0.03
C (-0.44, 0.81, -1.75)  0.05
C (-0.81, 0.88, -0.39)  -0.30
C (-1.88, 1.68, 0.01)  0.08
C (-2.70, 2.29, -0.94)  -0.02
Br (2.14, -0.81, 1.80)  0.08
H (-4.75, 3.56, -2.00)  0.00
H (-2.88, 2.77, -4.34)  0.00
H (-5.38, 6.02, -2.91)  0.00
H (-5.26, 2.54, -5.50)  0.00
H (-6.71, 7.17, -4.67)  0.00
H (-6.67, 3.82, -7.11)  0.00
H (-1.01, 1.37, -3.77)  0.00
H (-3.57, 2.85, -0.61)  0.00
H (0.48, 0.30, -2.05)  0.00
H (-2.10, 1.82, 1.09)  -0.02
P (-0.15, -2.22, -0.11)  -0.02
C (6.04, 0.70, -0.03)  0.06
C (7.11, 1.68, -0.47)  0.01
H (5.77, 0.85, 1.03)  0.00
H (5.12, 0.82, -0.62)  0.04
H (6.93, 2.65, -0.01)  0.00
H (8.11, 1.34, -0.18)  0.00
H (7.11, 1.82, -1.56)  0.00
C (5.77, -1.50, -1.74)  0.06
C (6.43, -2.65, -2.48)  0.01
H (5.79, -0.59, -2.35)  -0.01
H (4.71, -1.73, -1.53)  0.04
H (6.15, -2.62, -3.54)  0.00
H (7.52, -2.59, -2.43)  0.00
H (6.13, -3.62, -2.08)  0.00
C (5.45, -1.84, 1.07)  0.08
C (6.14, -2.20, 2.37)  0.01
H (5.03, -2.73, 0.58)  -0.01
H (4.59, -1.17, 1.26)  0.03
H (5.58, -2.99, 2.89)  0.00
H (7.15, -2.57, 2.17)  0.00
H (6.23, -1.35, 3.06)  0.00
C (0.01, -3.57, 1.11)  0.01
C (-1.13, -4.59, 1.13)  0.00
H (0.16, -3.12, 2.10)  0.00
H (0.96, -4.06, 0.84)  0.00
H (-2.07, -4.16, 1.47)  0.00
H (-1.31, -5.03, 0.14)  0.00
H (-0.86, -5.40, 1.81)  0.00
C (1.04, -2.64, -1.43)  -0.01
C (0.53, -2.65, -2.87)  0.00
H (1.43, -3.64, -1.16)  0.00
H (1.88, -1.94, -1.31)  0.01
H (0.03, -3.60, -3.12)  0.00
H (-0.17, -1.84, -3.09)  0.00
H (1.38, -2.54, -3.56)  0.00
C (-1.81, -2.21, -0.87)  0.01
C (-2.86, -1.70, 0.10)  0.00
H (-2.02, -3.23, -1.22)  0.00
H (-1.74, -1.56, -1.75)  0.00
H (-3.59, -1.08, -0.44)  0.00
H (-3.41, -2.49, 0.63)  0.00
H (-2.43, -1.04, 0.89)  0.01
C (-3.80, 0.30, 3.11)  0.00
C (-2.50, 1.02, 3.43)  0.01
P (-0.95, 0.22, 2.85)  0.02
C (0.22, 1.60, 3.29)  0.00
C (0.21, 2.11, 4.73)  0.01
C (-0.94, -1.25, 3.94)  -0.01
C (-1.35, -1.13, 5.42)  0.00
H (-4.03, 0.28, 2.04)  0.00
H (-4.63, 0.83, 3.61)  0.00
H (-3.80, -0.74, 3.49)  0.00
H (-2.51, 2.04, 3.01)  0.00
H (-2.38, 1.12, 4.51)  0.00
H (1.24, 1.29, 3.00)  0.00
H (-0.08, 2.41, 2.62)  0.00
H (0.49, 1.35, 5.47)  0.00
H (0.94, 2.93, 4.82)  0.00
H (-0.77, 2.52, 4.99)  0.00
H (-1.65, -1.95, 3.44)  0.00
H (0.07, -1.69, 3.85)  0.00
H (-2.40, -0.82, 5.52)  0.00
H (-1.28, -2.12, 5.88)  0.00
H (-0.70, -0.45, 5.98)  0.00

Below is a structure of composition C2H9N3O, with properties calculated with ωB97M-V/def2-TZVPD.

Results
* total charge: 0
* relative energy (zero: lowest compared OMol25 entry of this formula, charge and spin): 93.5 kcal/mol
* maximum force: 0.611 eV/Å
* gap between HOMO and LUMO: 8.369 eV

Each line ends with the natural charge from an NBO analysis.
CARTESIAN COORDINATES (ANGSTROEM)
C (-0.21, 0.15, 0.33)  0.58
C (0.46, -0.31, -0.84)  -0.14
N (-1.25, -0.58, 0.78)  -0.79
N (1.75, -0.87, 0.49)  -0.98
N (0.04, 1.36, 0.90)  -0.79
O (-1.16, 0.20, -1.83)  -1.10
H (-0.94, 0.25, -2.76)  0.44
H (-0.75, 1.86, 1.27)  0.40
H (-1.78, -0.99, 0.02)  0.44
H (-1.80, -0.22, 1.55)  0.39
H (1.37, -1.64, 1.04)  0.34
H (2.08, -0.18, 1.16)  0.33
H (0.71, 1.94, 0.43)  0.40
H (1.14, 0.34, -1.36)  0.23
H (0.35, -1.32, -1.17)  0.24